1.
Density functional theory data (ωB97M-V/def2-TZVPD) for 2 unconnected molecules or ions with the total composition C27H48Br2Cl5F3N3O2 in a non-equilibrium geometry.

```
90
Properties=species:S:1:pos:R:3
C 6.01 2.45 1.47
C 6.26 1.27 0.52
C 5.40 0.02 0.79
C 4.26 -0.16 -0.21
C 3.18 -1.15 0.26
C 1.72 -0.67 0.16
C 0.61 -1.35 -0.70
C 0.95 -1.72 -2.21
Cl 0.44 -3.41 -2.67
C 2.34 -1.48 -2.77
C 2.67 -0.01 -3.01
C -0.56 -0.26 -0.78
C -0.24 1.05 -1.51
C -1.29 2.14 -1.22
O -0.63 3.37 -1.08
C -1.29 4.51 -1.62
C -0.86 5.75 -0.84
C -1.85 -0.82 -1.39
N -2.00 -2.26 -1.02
C -1.35 -2.44 0.18
N -2.09 -2.40 1.28
C -1.48 -2.17 2.60
C -2.33 -1.31 3.55
C -1.79 0.10 3.61
F -1.64 0.61 2.38
F -0.60 0.14 4.17
F -2.60 0.90 4.27
C -3.55 -2.50 1.14
O -4.04 -1.22 0.91
C -5.36 -0.92 1.40
C -5.41 0.51 1.88
N 0.01 -2.48 0.17
C 0.59 -3.57 0.98
Br 1.71 -3.04 2.51
C 1.18 -4.82 0.33
C 1.16 -6.00 1.30
Br 2.98 -4.66 -0.37
H 5.42 2.15 2.34
H 6.94 2.88 1.85
H 5.46 3.26 0.98
H 6.07 1.60 -0.51
H 7.32 1.00 0.55
H 4.96 0.09 1.79
H 6.03 -0.87 0.79
H 3.81 0.83 -0.38
H 4.68 -0.49 -1.16
H 3.37 -1.35 1.32
H 3.30 -2.12 -0.23
H 1.74 0.38 -0.14
H 1.29 -0.66 1.16
H 0.26 -1.16 -2.83
H 3.10 -2.00 -2.19
H 2.34 -1.97 -3.76
H 2.59 0.61 -2.12
H 3.70 0.07 -3.37
H 2.02 0.41 -3.78
H -0.75 0.02 0.27
H 0.71 1.48 -1.21
H -0.19 0.88 -2.59
H -2.04 2.19 -2.03
H -1.83 1.90 -0.29
H -1.03 4.60 -2.68
H -2.38 4.36 -1.56
H -0.79 6.62 -1.50
H -1.57 5.99 -0.05
H 0.12 5.57 -0.39
H -2.72 -0.26 -1.05
H -1.82 -0.77 -2.48
H -1.49 -2.79 -1.72
H -0.53 -1.66 2.42
H -1.23 -3.13 3.07
H -2.27 -1.71 4.56
H -3.38 -1.25 3.28
H -3.74 -3.17 0.31
H -3.96 -2.93 2.06
H -5.61 -1.64 2.19
H -6.07 -1.08 0.58
H -4.85 1.15 1.19
H -4.97 0.63 2.87
H -6.44 0.86 1.91
H -0.28 -3.98 1.49
H 0.54 -5.04 -0.52
H 1.96 -5.94 2.03
H 0.19 -6.05 1.82
H 1.28 -6.92 0.73
C -3.95 7.49 -3.49
Cl -5.33 7.57 -4.59
Cl -2.64 6.60 -4.27
Cl -3.40 9.11 -3.08
Cl -4.43 6.64 -2.01
```

Lowest unoccupied orbital energy (Ha): -0.1039
Orbital gap (eV): 9.053
Total energy (eV): -248185.666
E_HOMO (eV): -11.9
Total charge: +1

These are the Löwdin partial charges, in e, on atoms 1 to 2: -0.1021 -0.2479


2.
Density functional theory data (ωB97M-V/def2-TZVPD) for a molecular structure, C27H48NORhSi.

```
79
Properties=species:S:1:pos:R:3
Rh -0.03 -0.29 -0.97
C 3.71 -1.57 -1.96
C 2.21 -1.60 -2.07
C 1.58 -0.67 -2.93
C 0.27 -0.90 -3.39
C -0.20 -0.28 -4.67
C -0.52 -1.84 -2.70
C 0.06 -2.70 -1.75
C -0.74 -3.88 -1.27
C 1.44 -2.61 -1.50
H 4.12 -2.26 -2.70
H 4.07 -1.88 -0.99
H 4.11 -0.58 -2.19
H 2.19 0.06 -3.44
H 0.08 -0.96 -5.48
H 0.29 0.68 -4.87
H -1.28 -0.16 -4.71
H -1.52 -2.05 -3.05
H -0.37 -4.30 -0.34
H -0.67 -4.67 -2.02
H -1.80 -3.64 -1.15
H 1.91 -3.39 -0.91
O -1.47 2.39 0.05
H -1.26 2.69 0.94
H -1.52 3.19 -0.49
C 1.94 -1.59 3.69
C 1.57 -1.70 2.20
C 2.87 -1.98 1.42
C 0.62 -2.88 1.99
Si 0.79 -0.11 1.38
C -1.72 -0.09 2.67
C -1.41 -0.60 4.03
C -2.29 1.29 2.66
C -2.29 -1.04 1.65
C 1.70 1.49 2.02
C 3.18 1.20 1.69
C 1.30 2.76 1.27
C 1.53 1.72 3.52
H 2.21 -2.58 4.05
H 1.12 -1.23 4.32
H 2.80 -0.94 3.85
H 3.18 -3.01 1.62
H 3.69 -1.33 1.72
H 2.73 -1.87 0.35
H 1.17 -3.82 2.16
H 0.22 -2.90 0.97
H -0.22 -2.88 2.68
H -0.77 0.08 4.59
H -1.00 -1.60 4.06
H -2.36 -0.65 4.60
H -1.59 2.04 3.04
H -3.14 1.31 3.36
H -2.67 1.57 1.68
H -1.94 -2.06 1.78
H -2.06 -0.71 0.62
H -3.39 -1.04 1.73
H 3.34 0.96 0.63
H 3.58 0.39 2.30
H 3.76 2.09 1.92
H 1.15 2.60 0.20
H 2.10 3.51 1.38
H 0.40 3.21 1.70
H 1.85 0.88 4.13
H 0.49 1.96 3.78
H 2.14 2.59 3.81
C -4.01 4.05 -3.69
C -3.10 2.95 -3.24
C -1.71 3.05 -3.32
C -0.92 2.05 -2.81
N -1.42 0.95 -2.24
C -2.75 0.81 -2.20
C -3.61 1.77 -2.69
H -3.46 4.86 -4.16
H -4.56 4.45 -2.84
H -4.76 3.68 -4.40
H -1.25 3.92 -3.78
H 0.16 2.13 -2.85
H -3.14 -0.11 -1.78
H -4.68 1.61 -2.63
```

Lowest unoccupied orbital energy (alpha / beta) (Ha): -0.2045 / -0.2871
Orbital gap (alpha / beta) (eV): 8.137 / 7.188
Total energy (eV): -43184.453
2S+1: 5
E_HOMO (alpha / beta) (eV): -13.7 / -15.0
Total charge: +2

These are the Löwdin partial charges, in e, on atoms 1 to 2: 0.8836 -0.0083


3.
Density functional theory data (ωB97M-V/def2-TZVPD) for 2 unconnected molecules or ions with the total composition C27H49BrF9IO5S3.

```
95
Properties=species:S:1:pos:R:3
C 4.52 0.08 3.53
C 3.44 -0.62 2.70
C 3.89 -0.93 1.27
C 2.76 -1.54 0.43
C 2.52 -3.04 0.67
C 1.54 -3.38 1.81
C 0.64 -4.60 1.52
C -0.77 -4.21 1.07
C -0.78 -3.22 -0.10
C -0.58 -3.88 -1.46
C -0.47 -2.85 -2.60
C -1.84 -2.40 -3.13
C -1.88 -0.92 -3.53
C -3.28 -0.28 -3.50
C -3.50 0.84 -2.48
C -3.24 0.24 -1.03
Br -1.44 0.48 -0.31
C -4.22 0.52 0.11
C -4.00 1.77 0.96
O -4.96 1.08 -2.57
S -5.40 2.55 -2.21
O -5.94 2.66 -0.91
O -6.10 3.06 -3.33
O -3.91 3.13 -2.15
C -3.00 2.30 -2.84
I -3.27 2.70 -5.03
C -1.62 2.86 -2.55
C -0.43 2.26 -3.32
C 0.77 1.82 -2.46
C 2.12 2.40 -2.87
C 2.32 3.89 -2.66
F 1.42 4.59 -3.41
F 3.55 4.26 -3.10
C 2.15 4.51 -1.24
F 0.87 4.33 -0.85
F 2.38 5.83 -1.33
S 3.24 3.84 0.18
F 2.27 4.52 1.24
F 2.35 2.51 0.20
F 4.25 3.14 -0.82
F 4.16 5.11 0.20
F 4.06 3.25 1.37
H 4.14 0.97 4.03
H 4.94 -0.57 4.30
H 5.36 0.41 2.91
H 3.18 -1.56 3.19
H 2.52 -0.03 2.68
H 4.26 -0.02 0.80
H 4.72 -1.65 1.31
H 1.83 -1.00 0.65
H 2.98 -1.38 -0.63
H 2.17 -3.49 -0.26
H 3.49 -3.51 0.89
H 0.90 -2.50 1.98
H 2.09 -3.56 2.73
H 0.57 -5.22 2.41
H 1.11 -5.23 0.76
H -1.31 -5.11 0.75
H -1.31 -3.79 1.92
H -0.02 -2.45 0.03
H -1.74 -2.69 -0.11
H 0.33 -4.50 -1.44
H -1.41 -4.56 -1.66
H 0.06 -1.97 -2.22
H 0.15 -3.26 -3.40
H -2.59 -2.59 -2.37
H -2.11 -3.01 -4.00
H -1.19 -0.37 -2.88
H -1.48 -0.81 -4.54
H -4.01 -1.04 -3.23
H -3.57 0.08 -4.48
H -3.25 -0.83 -1.19
H -4.13 -0.35 0.77
H -5.24 0.50 -0.28
H -3.63 2.62 0.38
H -3.29 1.57 1.77
H -4.94 2.07 1.42
H -1.44 2.84 -1.47
H -1.71 3.92 -2.80
H -0.11 2.99 -4.05
H -0.77 1.41 -3.92
H 0.57 2.02 -1.41
H 0.87 0.73 -2.52
H 2.29 2.24 -3.94
H 2.92 1.89 -2.35
C -0.86 -0.27 6.00
S 0.88 -0.45 5.59
O 0.94 -1.57 4.61
C 1.39 -1.13 7.17
H -1.36 0.11 5.12
H -1.26 -1.24 6.28
H -0.97 0.45 6.82
H 0.83 -2.04 7.37
H 1.22 -0.39 7.96
H 2.45 -1.35 7.10
```

Lowest unoccupied orbital energy (Ha): 0.0011
Orbital gap (eV): 9.242
Total energy (eV): -174135.114
E_HOMO (eV): -9.2

These are the Löwdin partial charges, in e, on atoms 1 to 2: -0.0994 -0.2650


The highest total energy belongs to which entry? C27H48NORhSi


Among the records above, which one has the highest total energy? C27H48NORhSi